*i*
ORCA calculation (ωB97M-V/def2-TZVPD) on C2H4ClNO in the gas phase.

Geometry as ORCA input:
```
! RIJCOSX wB97M-V def2-TZVPD def2/J DEFGRID3
* xyz 0 1
N -0.71725 1.11061 0.97204
C -0.12931 0.99851 -0.22276
O -0.22050 1.93051 -1.10368
C 0.64510 -0.31504 -0.59246
Cl 0.18277 -1.69656 0.36831
H -0.58215 0.10738 1.64005
H -1.36694 1.92378 1.09233
H 0.65811 -0.36839 -1.65779
H 1.87390 -0.14049 -0.41942
*
```

Values from the calculation:
E_HOMO = -0.362 hartree
SMILES string = NC(=O)CCl

*ii*
ORCA calculation (ωB97M-V/def2-TZVPD) on C2H4ClNO in the gas phase.

Geometry as ORCA input:
```
! RIJCOSX wB97M-V def2-TZVPD def2/J DEFGRID3
* xyz 0 1
H -0.93561 -2.45804 0.37711
N -0.39742 -1.65477 0.10379
C -0.73521 -0.50465 0.24118
Cl -2.20532 -0.06848 1.09519
C 0.37666 0.85830 -0.18890
O 1.22007 0.46443 -1.13109
H 0.90886 1.24108 0.63702
H -0.34825 1.69428 -0.30034
H 2.11623 0.42787 -0.83395
*
```

Values from the calculation:
E_HOMO = -0.356 hartree
SMILES string = [H]/N=C(\Cl)CO

Which structure loses on stability? *ii* does.

*i*
ORCA calculation (ωB97M-V/def2-TZVPD) on 2 unconnected molecules or ions with the total composition C6H10NS.

Geometry as ORCA input:
```
! RIJCOSX wB97M-V def2-TZVPD def2/J DEFGRID3
* xyz 1 1
C 3.40614 -1.77894 0.07947
C -4.37782 -0.49141 0.00629
C 2.18929 -1.23673 0.10705
C -3.12364 -0.13559 0.33708
C 1.97910 0.17492 -0.09031
C 0.46499 2.07107 -0.23372
N 0.85943 0.73600 -0.07088
S -1.73789 -0.95325 -0.20042
H 3.55480 -2.83390 0.22889
H 4.29124 -1.18909 -0.09433
H -5.22838 0.05052 0.38641
H -4.57581 -1.33076 -0.64082
H 1.30376 -1.83614 0.28002
H -2.93565 0.70493 0.99477
H 2.89505 0.75936 -0.26247
H 0.03855 2.43719 0.70348
H -0.30266 2.12436 -1.00861
H 1.29953 2.72748 -0.52189
*
```

Values from the calculation:
E_HOMO (alpha / beta) = -0.504 / -0.484 hartree

*ii*
ORCA calculation (ωB97M-V/def2-TZVPD) on a molecular structure, C6H10NS.

Geometry as ORCA input:
```
! RIJCOSX wB97M-V def2-TZVPD def2/J DEFGRID3
* xyz 1 1
C 2.05992 0.49393 0.32512
C 2.74578 -0.17769 1.23242
C -1.53426 -1.09878 -1.79164
C -0.82506 -0.43528 -0.92575
C 2.93921 0.20637 -0.85332
C -1.33783 0.51050 0.05667
N -1.37093 -0.17230 1.37292
S 4.00356 -0.88502 -0.15141
H 1.18820 1.12978 0.56702
H 2.95921 -0.40677 2.33589
H -2.67472 -0.97181 -1.77096
H -1.26128 -1.72928 -2.58936
H 2.95087 0.44090 -1.92854
H -0.72078 1.43267 0.18056
H -2.32735 0.88753 -0.16745
H -2.04502 -0.94154 1.37214
H 0.25737 -0.60586 -0.80113
H -1.34534 0.44183 2.14571
*
```

Values from the calculation:
E_HOMO (alpha / beta) = -0.448 / -0.448 hartree

Which structure loses on stability? *ii* does.

*i*
ORCA calculation (ωB97M-V/def2-TZVPD) on 2 unconnected molecules or ions with the total composition C6H9NOS.

Geometry as ORCA input:
```
! RIJCOSX wB97M-V def2-TZVPD def2/J DEFGRID3
* xyz 0 1
C -0.50653 1.60464 -1.07562
C 0.31549 0.86983 -1.64392
C -1.41283 1.35339 0.02361
C -0.77876 0.05309 0.64350
C -0.19321 -0.98006 -0.34259
C 0.77550 -0.40163 -1.37667
N 2.70807 1.18957 1.15408
O 4.06538 -0.13337 -0.63969
S 2.81837 0.07185 0.08988
H -1.44891 2.14254 0.77559
H -2.42420 1.17851 -0.34824
H 0.03471 0.37556 1.29630
H -1.54225 -0.44131 1.24806
H 0.33120 -1.74561 0.23146
H -1.00227 -1.47462 -0.89199
H 1.32589 -1.04866 -2.03632
H 3.02449 2.10987 0.89061
H 2.71157 -1.02105 1.00299
*
```

Values from the calculation:
E_HOMO (alpha / beta) = -0.295 / -0.304 hartree

*ii*
ORCA calculation (ωB97M-V/def2-TZVPD) on C6H9NOS in the gas phase.

Geometry as ORCA input:
```
! RIJCOSX wB97M-V def2-TZVPD def2/J DEFGRID3
* xyz 0 1
C 1.45870 -1.25280 0.00506
C 0.69582 0.03317 -0.12265
C 0.87772 0.89880 1.14371
S 1.48539 1.00408 -1.43882
C -0.74074 -0.16308 -0.39867
C -1.46346 -1.32619 -0.52557
N -2.79063 -1.12195 -0.62680
O -3.03236 0.29130 -0.51038
C -1.94855 0.92067 -0.31469
H 0.99004 -2.00160 0.76895
H 2.43974 -1.03036 0.13661
H 1.44671 -1.74495 -1.05986
H 1.86194 1.04887 1.52309
H 0.22133 0.50169 1.96657
H 0.46703 1.97297 0.89894
H 1.27815 2.36533 -1.04504
H -1.16217 -2.38012 -0.50218
H -2.08466 1.98419 0.10176
*
```

Values from the calculation:
E_HOMO = -0.315 hartree
SMILES string = CC(C)(S)c1cnoc1

*iii*
ORCA calculation (ωB97M-V/def2-TZVPD) on C6H9NOS in the gas phase.

Geometry as ORCA input:
```
! RIJCOSX wB97M-V def2-TZVPD def2/J DEFGRID3
* xyz 0 1
C -1.85403 0.62976 0.82539
C -0.82724 0.74790 -0.40680
C 0.29232 -0.15451 -0.09473
C 0.74645 -1.21845 -0.73434
N 1.57117 -2.10013 -0.09330
C 2.69647 -1.99952 0.31320
O 3.53377 -0.86993 0.47315
C 3.65096 0.21126 -0.34595
S 4.51927 1.45996 0.06578
H -1.23571 1.18103 1.56637
H -1.99110 -0.40000 1.15378
H -2.78918 1.16910 0.41274
H -0.55706 1.86045 -0.44276
H -1.51131 0.42479 -1.26870
H 0.88702 0.01073 0.86060
H 0.40520 -1.65300 -1.73753
H 3.00300 -2.89358 0.79986
H 2.90670 0.12457 -1.12138
*
```

Values from the calculation:
E_HOMO = -0.328 hartree
SMILES string = CC/C=C/N=C\OC=S

Which structure loses on stability? *i* does.